The following is a DFT calculation (ωB97M-V/def2-TZVPD) of a molecular structure, C26H29BCdF6N10O9S3.

CARTESIAN COORDINATES (ANGSTROEM)
Cd (-0.25679, 0.59667, 0.33431)
C (2.01673, 2.25224, 2.79983)
C (2.09657, 0.76291, 2.75283)
C (2.97816, -0.08066, 3.44671)
C (2.65099, -1.36093, 3.04858)
C (3.27917, -2.65301, 3.45778)
N (1.62998, -1.27101, 2.17528)
N (1.29132, 0.03054, 1.99579)
B (0.94719, -2.41651, 1.39579)
N (1.17323, -2.26190, -0.12129)
N (0.72976, -1.18358, -0.81624)
C (1.06420, -1.36504, -2.08503)
C (0.77614, -0.36641, -3.15119)
C (1.72701, -2.59521, -2.22548)
C (1.77910, -3.12824, -0.95671)
C (2.39111, -4.41604, -0.51155)
N (-0.55882, -2.49869, 1.70532)
N (-1.40550, -1.47949, 1.41183)
C (-2.61952, -1.87504, 1.76676)
C (-3.83112, -1.01184, 1.63598)
C (-2.56453, -3.18144, 2.29089)
C (-1.23504, -3.53834, 2.23461)
C (-0.58970, -4.81592, 2.66378)
H (2.85425, 2.65163, 3.37162)
H (1.09000, 2.58185, 3.27443)
H (2.02887, 2.67955, 1.79821)
H (3.75610, 0.20910, 4.13406)
H (4.06459, -2.45297, 4.18645)
H (3.72461, -3.17024, 2.60649)
H (2.55351, -3.33089, 3.91002)
H (1.45545, -3.44524, 1.74141)
H (0.43572, 0.57472, -2.73252)
H (0.00018, -0.73604, -3.82634)
H (1.67708, -0.17677, -3.73692)
H (2.14141, -3.01638, -3.12688)
H (2.83043, -4.91814, -1.37339)
H (1.65263, -5.08312, -0.06335)
H (3.17664, -4.25287, 0.22781)
H (-3.59039, -0.07519, 1.14261)
H (-4.22259, -0.75353, 2.62231)
H (-4.62108, -1.53847, 1.09368)
H (-3.38211, -3.77433, 2.66977)
H (-1.35127, -5.48453, 3.06569)
H (0.16307, -4.64885, 3.43601)
H (-0.09489, -5.31937, 1.83147)
O (-2.46831, 5.87543, 3.15190)
C (-2.08753, 4.88771, 2.55707)
C (-2.83316, 3.58170, 2.43135)
O (-3.94897, 3.34214, 2.87401)
C (-1.95610, 2.69522, 1.66835)
C (-0.79237, 3.39574, 1.23927)
O (0.07509, 2.86029, 0.47936)
C (-0.77786, 4.74613, 1.81212)
O (0.08888, 5.59950, 1.72459)
O (-2.16028, 1.48137, 1.35865)
F (0.63689, 4.19132, -5.36503)
C (1.64989, 3.43019, -4.92455)
F (2.75351, 3.80138, -5.58319)
F (1.37933, 2.16339, -5.25337)
S (1.82402, 3.65292, -3.10066)
O (0.56715, 3.19739, -2.57660)
O (2.16757, 5.03720, -2.96498)
N (3.04356, 2.68399, -2.89971)
S (3.38310, 1.78278, -1.66337)
O (2.28016, 1.41239, -0.82687)
O (4.32954, 0.78091, -2.05929)
C (4.35995, 2.92521, -0.59726)
F (4.77178, 2.27712, 0.50112)
F (5.44926, 3.37664, -1.23621)
F (3.62941, 3.96939, -0.22333)
C (-4.70566, -2.07957, -3.46100)
C (-4.68898, -1.60922, -2.00682)
C (-3.78613, -0.43097, -1.81206)
N (-2.50938, -0.53336, -1.74898)
N (-1.87371, 0.66564, -1.57303)
C (-2.69150, 1.68185, -1.53733)
N (-2.29778, 2.97461, -1.46619)
S (-4.35634, 1.20922, -1.68772)
H (-5.34511, -2.95633, -3.58034)
H (-3.69589, -2.33925, -3.77765)
H (-5.07446, -1.29281, -4.12168)
H (-4.32569, -2.40792, -1.35811)
H (-5.69791, -1.35444, -1.67604)
H (-1.29098, 3.09311, -1.36315)
H (-2.83684, 3.56900, -0.85450)

F_max ... 0.20 eV/Å
HOMO ... -1.95 eV
M ... 958.99 g mol⁻¹
Net charge ... -2
ΔE to the lowest compared entry with this formula, charge and spin ... 0.244 eV
HOMO-LUMO gap ... 5.811 eV

List of Mulliken charges in e, atom by atom: Cd 4.569; C -1.091; C 0.593; C -1.955; C 1.313; C -1.328; N 0.601; N -0.031; B -1.771; N 0.373; N 0.787; C 0.226; C -1.039; C -1.862; C 1.211; C -1.294; N 0.258; N 0.356; C 0.630; C -0.922; C -1.886; C 1.135; C -1.327; H 0.360; H 0.251; H 0.026; H 0.384; H 0.362; H 0.193; H 0.191; H -0.138; H -0.362; H 0.440; H 0.442; H 0.435; H 0.353; H 0.174; H 0.188; H -0.134; H 0.316; H 0.252; H 0.430; H 0.343; H 0.197; H 0.179; O -0.691; C 0.382; C -0.179; O -0.743; C 0.462; C -0.078; O -0.362; C -0.214; O -0.719; O -0.181; F -0.236; C 0.520; F -0.236; F -0.201; S 1.016; O -0.775; O -0.673; N -0.586; S 1.066; O -0.921; O -0.752; C 0.514; F -0.214; F -0.260; F -0.201; C -1.234; C -0.440; C 0.357; N -0.651; N 0.391; C -0.029; N -0.175; S -0.321; H 0.383; H 0.300; H 0.316; H 0.160; H 0.397; H 0.040; H 0.344

The following is a DFT calculation (ωB97M-V/def2-TZVPD) of a molecular structure, C26H29ClN2NiO6Te.

CARTESIAN COORDINATES (ANGSTROEM)
Ni (0.90601, -0.77844, 0.02670)
N (2.74234, -0.09986, 1.11688)
C (4.01152, 0.32411, 0.53464)
C (4.48451, -0.68638, -0.50407)
C (3.40924, -0.83188, -1.59086)
O (3.52008, -0.12024, -2.60874)
O (2.45265, -1.61112, -1.31840)
H (2.42496, 0.51224, 1.85797)
H (2.83790, -1.00426, 1.57151)
H (4.78703, 0.45396, 1.30334)
H (3.86648, 1.29160, 0.04368)
H (4.65765, -1.64870, -0.01533)
H (5.41284, -0.33105, -0.95675)
C (-2.35746, 1.86571, 1.57165)
C (-1.68772, 0.61392, 0.99960)
C (-2.17385, -0.62523, 1.74718)
C (-0.16678, 0.67881, 1.02502)
H (-3.45074, 1.81711, 1.50599)
H (-2.02736, 2.76115, 1.03679)
H (-2.08507, 1.99091, 2.62745)
H (-2.01902, 0.51087, -0.04223)
H (-1.88626, -0.55859, 2.80476)
H (-1.71703, -1.52019, 1.32408)
H (-3.26346, -0.73369, 1.70096)
H (0.16891, 0.68307, 2.08019)
H (0.16717, 1.64574, 0.60549)
O (1.75403, -1.71292, 3.46038)
C (0.93934, -2.34069, 2.76084)
O (0.76477, -2.31217, 1.52242)
C (0.00931, -3.31220, 3.50519)
C (0.03614, -3.37845, 4.88986)
C (-0.80263, -4.23907, 5.58755)
C (-1.68070, -5.05915, 4.89787)
C (-1.68494, -4.97797, 3.51587)
C (-0.87465, -4.12371, 2.79650)
N (-2.61893, -5.87393, 2.78168)
O (-3.37902, -6.56371, 3.44183)
O (-2.61949, -5.83545, 1.57636)
H (0.73741, -2.72775, 5.39746)
H (-0.77604, -4.27381, 6.66997)
H (-2.34529, -5.74359, 5.40158)
H (-0.90820, -4.05438, 1.71669)
Cl (-0.83578, -1.81106, -1.30671)
Te (0.61923, 0.50748, -2.74043)
C (-1.31366, 1.38108, -2.65514)
C (-2.39905, 0.74149, -3.24522)
C (-3.67030, 1.29538, -3.17127)
C (-3.87292, 2.49736, -2.50624)
C (-2.79620, 3.13529, -1.90632)
C (-1.52748, 2.57596, -1.97707)
C (1.37870, 2.33837, -3.56200)
C (1.45193, 2.51359, -4.94153)
C (1.93172, 3.69712, -5.48905)
C (2.35303, 4.72813, -4.66083)
C (2.29834, 4.56124, -3.28385)
C (1.81931, 3.37423, -2.74355)
H (-2.25016, -0.21269, -3.73492)
H (-4.50719, 0.77761, -3.62645)
H (-4.86683, 2.92516, -2.44112)
H (-2.94373, 4.05997, -1.35986)
H (-0.69899, 3.06683, -1.47969)
H (1.12836, 1.71168, -5.59451)
H (1.97819, 3.81188, -6.56659)
H (2.72743, 5.65288, -5.08503)
H (2.63398, 5.35433, -2.62512)
H (1.79643, 3.24609, -1.66705)

F_max ... 0.71 eV/Å
HOMO (spin up / spin down) ... -1.10 / -2.19 eV
M ... 687.27 g mol⁻¹
Spin multiplicity ... 3
Net charge ... -2
ΔE to the lowest compared entry with this formula, charge and spin ... 0.019 eV
HOMO-LUMO gap (spin up / spin down) ... 5.203 / 6.300 eV

List of Mulliken charges in e, atom by atom: Ni 0.631; N -0.313; C -0.650; C -0.641; C 0.525; O -0.741; O -0.679; H 0.195; H 0.087; H 0.324; H 0.348; H 0.360; H 0.339; C -1.838; C 1.857; C -1.451; C -1.003; H 0.358; H 0.334; H 0.413; H -0.380; H 0.308; H 0.069; H 0.465; H 0.439; H 0.361; O -0.814; C 0.285; O -0.807; C 0.308; C -0.490; C -0.460; C -0.507; C 0.028; C -0.358; N 1.067; O -0.675; O -0.601; H 0.427; H 0.359; H 0.462; H 0.563; Cl -0.594; Te 0.759; C 0.093; C -0.313; C -0.533; C -0.437; C -0.499; C -0.181; C 0.221; C -0.603; C -0.438; C -0.353; C -0.664; C -0.255; H 0.291; H 0.350; H 0.340; H 0.351; H 0.226; H 0.334; H 0.341; H 0.333; H 0.361; H 0.362

The following is a DFT calculation (ωB97M-V/def2-TZVPD) of a molecular structure, C26H29F5MgN6S5.

CARTESIAN COORDINATES (ANGSTROEM)
Mg (0.72959, 0.81279, -0.87181)
C (1.91936, 2.65581, -3.32369)
N (1.46879, 2.77494, -1.94152)
C (2.43065, 3.56566, -1.15259)
C (0.13505, 3.42113, -1.85571)
C (-0.94255, 2.64048, -2.58754)
N (-0.90319, 1.23678, -2.13709)
C (-1.85132, 0.37167, -2.54773)
C (-1.81887, -0.95179, -2.02987)
F (-0.81789, -1.23545, -1.18603)
C (-2.73350, -1.92227, -2.31594)
F (-2.61160, -3.11955, -1.71983)
C (-3.77991, -1.70440, -3.19569)
C (-3.82958, -0.44387, -3.75066)
F (-4.80620, -0.16550, -4.63432)
C (-2.92921, 0.55855, -3.45376)
F (-3.11282, 1.73962, -4.08568)
H (1.89470, 3.63142, -3.82996)
H (1.29454, 1.95344, -3.87650)
H (2.94355, 2.28154, -3.33483)
H (2.58147, 4.55936, -1.60765)
H (3.38840, 3.04334, -1.10403)
H (2.05997, 3.70116, -0.13763)
H (0.16946, 4.45115, -2.24200)
H (-0.12105, 3.48004, -0.79276)
H (-0.79843, 2.71646, -3.66908)
H (-1.89471, 3.12902, -2.36528)
H (-4.50716, -2.46998, -3.43312)
S (4.63704, 5.69573, 4.01686)
C (3.49551, 4.74401, 3.24173)
S (3.77289, 3.15200, 2.69791)
C (2.19172, 2.78502, 2.02569)
C (1.26926, 3.78525, 2.10752)
S (-0.36667, 3.83758, 1.54228)
S (1.90209, 5.24291, 2.87901)
S (2.05547, 1.17857, 1.33817)
F (2.16599, -5.75505, 0.47925)
C (2.20011, -4.49774, -0.05920)
C (2.86074, -3.49073, 0.60883)
C (2.89922, -2.21504, 0.05086)
C (2.26892, -1.90624, -1.17306)
C (2.25980, -0.53692, -1.74086)
C (1.62546, -2.98347, -1.81209)
C (1.58035, -4.26569, -1.26447)
H (3.33216, -3.70118, 1.56650)
H (3.40145, -1.41775, 0.58868)
H (2.09137, -0.56057, -2.82753)
H (3.18286, 0.00606, -1.51088)
H (1.12705, -2.80226, -2.76082)
H (1.07597, -5.08002, -1.77363)
C (-0.24010, -1.67998, 1.76450)
N (-1.20088, -0.55473, 1.62523)
C (-1.20142, 0.20200, 2.89597)
N (-1.57599, -0.66415, 4.04350)
C (-0.61000, -1.76926, 4.11489)
N (-0.59185, -2.57532, 2.88454)
C (-1.93961, -3.09154, 2.64494)
N (-2.94493, -2.02187, 2.53271)
C (-2.53487, -1.12895, 1.42446)
C (-2.89873, -1.23575, 3.77884)
H (0.74756, -1.26724, 1.94297)
H (-0.22101, -2.26797, 0.84315)
H (-1.90655, 1.02571, 2.82463)
H (-0.21268, 0.61826, 3.05323)
H (-0.87205, -2.41555, 4.95818)
H (0.38533, -1.35350, 4.27575)
H (-2.22208, -3.74894, 3.46988)
H (-1.93506, -3.66914, 1.71842)
H (-3.26104, -0.31738, 1.35422)
H (-2.54739, -1.70268, 0.49458)
H (-3.17966, -1.88633, 4.61141)
H (-3.62331, -0.42168, 3.70554)

F_max ... 0.61 eV/Å
HOMO ... -1.24 eV
M ... 705.19 g mol⁻¹
Net charge ... -2
ΔE to the lowest compared entry with this formula, charge and spin ... 0.000 eV
HOMO-LUMO gap ... 5.532 eV

List of Mulliken charges in e, atom by atom: Mg 1.645; C -1.385; N 0.510; C -1.124; C -0.295; C -0.990; N 0.149; C 0.116; C -0.104; F 0.444; C 0.046; F -0.330; C -0.986; C 0.240; F -0.357; C 0.327; F -0.361; H 0.348; H 0.252; H 0.342; H 0.370; H 0.266; H 0.234; H 0.439; H -0.493; H 0.468; H 0.545; H 0.475; S -0.399; C 0.094; S -0.113; C -0.291; C 0.043; S -0.500; S -0.171; S -0.416; F -0.402; C 0.558; C -0.597; C -0.241; C 0.460; C -2.067; C -0.234; C -0.640; H 0.404; H 0.315; H 0.403; H 0.431; H 0.268; H 0.393; C -0.402; N 0.540; C -0.493; N 0.069; C -0.717; N 0.041; C -0.750; N 0.012; C -0.639; C -0.701; H 0.147; H -0.058; H 0.211; H 0.096; H 0.333; H 0.375; H 0.374; H 0.335; H 0.252; H 0.193; H 0.351; H 0.346

The following is a DFT calculation (ωB97M-V/def2-TZVPD) of a molecular structure, C26H29HoN2O3 in a non-equilibrium geometry.

CARTESIAN COORDINATES (ANGSTROEM)
C (2.84814, -0.27645, 2.98411)
C (2.96893, -0.93650, 1.68009)
C (2.67857, 0.00563, 0.64353)
H (3.21006, -1.98935, 1.48506)
C (2.38259, 1.24513, 1.25013)
C (2.43704, 1.08772, 2.68613)
H (2.28293, 2.19500, 0.69095)
C (-0.97582, -2.36593, 2.75873)
C (0.19347, -2.93025, 2.09661)
C (0.06611, -2.67675, 0.68218)
H (1.10330, -3.31219, 2.60086)
C (-1.17044, -2.01684, 0.42597)
C (-1.76829, -1.77233, 1.70588)
H (2.80146, -0.13910, -0.45461)
H (2.20324, 1.87116, 3.41263)
H (2.86097, -0.75822, 3.98208)
H (-2.74062, -1.25513, 1.80889)
H (0.78536, -2.94061, -0.13800)
H (-1.11077, -2.21379, 3.85626)
Ho (0.48775, -0.60792, 2.76999)
C (-1.90351, -1.91859, -0.93627)
C (-3.34067, -2.53433, -0.80788)
C (-1.23044, -2.70925, -2.06390)
H (-3.29176, -3.60836, -0.54400)
H (-3.87557, -2.48906, -1.76798)
H (-3.96968, -2.03927, -0.05936)
H (-1.13682, -3.77218, -1.79830)
H (-0.24294, -2.27974, -2.27318)
H (-1.84455, -2.64676, -2.98137)
C (-1.98883, -0.39906, -1.45332)
C (-0.82712, 0.35110, -2.22287)
H (-2.43056, 0.17132, -0.59644)
H (-2.86503, -0.46053, -2.17882)
O (0.45549, 0.27214, -2.11739)
N (-1.21333, 1.24357, -3.28640)
C (-0.00324, 2.20397, -3.22990)
H (-2.16071, 1.64255, -3.59371)
C (1.38864, 1.54135, -3.25974)
C (2.53172, 2.19042, -2.71163)
H (2.39852, 3.08503, -2.10637)
C (3.81958, 1.68952, -2.92901)
H (4.69785, 2.21257, -2.51451)
C (4.02274, 0.53703, -3.69634)
H (5.03489, 0.15207, -3.89151)
C (2.89669, -0.11334, -4.23530)
H (3.02630, -1.01151, -4.84660)
C (1.62426, 0.37828, -4.02347)
H (0.74852, -0.12296, -4.42542)
H (-0.01930, 2.65483, -2.21379)
H (-0.11926, 2.95546, -4.01284)
O (-2.06607, 1.94888, 0.98947)
C (-1.96438, 1.96439, 2.19444)
C (-2.68003, 2.71262, 3.29440)
C (-2.06059, 2.19870, 4.64215)
C (-1.04269, 1.20374, 4.22015)
O (-0.22494, 0.40124, 4.80543)
N (-1.03228, 1.16369, 2.86763)
H (-2.50739, 3.78994, 3.14872)
H (-3.75693, 2.49446, 3.22760)
H (-1.57351, 3.01904, 5.18603)
H (-2.81706, 1.71375, 5.27409)

F_max ... 8.16 eV/Å
HOMO (spin up / spin down) ... -7.19 / -7.19 eV
M ... 582.46 g mol⁻¹
Spin multiplicity ... 5
Net charge ... 0
HOMO-LUMO gap (spin up / spin down) ... 7.376 / 7.394 eV

List of Mulliken charges in e, atom by atom: C -0.692; C -0.942; C 0.110; H 0.532; C -0.319; C -0.861; H 0.441; C -0.770; C -0.990; C -0.762; H 0.591; C 0.711; C -0.883; H 0.268; H 0.537; H 0.695; H 0.430; H 0.349; H 0.684; Ho 0.670; C 2.150; C -1.716; C -2.102; H 0.413; H 0.487; H 0.315; H 0.510; H 0.309; H 0.402; C -0.985; C 0.550; H 0.119; H 0.375; O -0.284; N -0.322; C -1.046; H 0.311; C 1.330; C -0.614; H 0.354; C -0.522; H 0.327; C -0.499; H 0.358; C -0.715; H 0.369; C -0.474; H 0.311; H 0.309; H 0.483; O -0.618; C 0.131; C -0.423; C -0.533; C 0.461; O -0.701; N 0.250; H 0.290; H 0.282; H 0.284; H 0.274

Question: M of number 2 (C26H29ClN2NiO6Te)?
Answer: 687.27 g mol⁻¹

Question: Among the records above, which one has the lowest M?
Answer: C26H29HoN2O3

Question: F_max of number 3 (C26H29F5MgN6S5)?
Answer: 0.61 eV/Å

Question: Look up the F_max of the first one.
Answer: 0.20 eV/Å